# 1
{
  "formula": "C16H24F4N2O15P",
  "method": "wB97M-V/def2-TZVPD",
  "e_homo_ha": -0.4889,
  "lumo_ev": -2.82,
  "energy_ha": -2602.8928,
  "charge": 1,
  "symbols": ["N", "P", "O", "O", "N", "C", "C", "O", "C", "C", "H", "H", "H", "H", "H", "H", "H", "H", "H", "H", "H", "H", "C", "C", "O", "C", "O", "O", "F", "H", "H", "H", "C", "C", "O", "C", "O", "O", "F", "H", "H", "H", "C", "C", "O", "C", "O", "O", "F", "H", "H", "H", "C", "C", "O", "C", "O", "O", "F", "H", "H", "H"],
  "coordinates": [[-2.298, -0.220, 0.384], [-1.534, 0.714, -0.525], [-1.492, 2.298, -0.318], [-1.789, 0.613, -2.070], [0.239, 0.329, -0.452], [0.710, 0.135, 0.975], [2.219, 0.214, 0.941], [2.738, -0.855, 0.182], [2.232, -0.882, -1.142], [0.717, -0.896, -1.211], [-2.846, 0.191, 1.130], [-0.936, 2.590, 0.423], [-1.092, 0.389, -2.696], [0.787, 1.110, -0.848], [0.397, -0.872, 1.245], [0.227, 0.851, 1.638], [2.540, 1.171, 0.510], [2.628, 0.141, 1.946], [2.629, -1.780, -1.610], [2.570, -0.014, -1.701], [0.247, -1.768, -0.773], [0.421, -0.808, -2.256], [-1.082, -5.342, 1.304], [-1.590, -3.911, 1.365], [-0.890, -3.305, 0.285], [-0.528, -4.275, -0.604], [-0.088, -4.029, -1.681], [-0.742, -5.488, -0.084], [-1.227, -3.277, 2.506], [-0.176, -5.446, 1.902], [-1.817, -6.086, 1.590], [-2.661, -3.793, 1.213], [-3.477, -2.566, 6.392], [-3.107, -4.010, 6.682], [-3.584, -4.681, 5.530], [-3.660, -3.795, 4.506], [-3.855, -4.093, 3.373], [-3.476, -2.537, 4.960], [-3.732, -4.497, 7.773], [-4.483, -2.359, 6.759], [-2.773, -1.836, 6.777], [-2.036, -4.199, 6.781], [-1.111, 4.680, -2.808], [-2.220, 5.704, -2.978], [-1.888, 6.305, -4.208], [-1.144, 5.430, -4.944], [-0.880, 5.549, -6.087], [-0.759, 4.387, -4.157], [-2.207, 6.635, -1.996], [-0.261, 5.140, -2.300], [-1.412, 3.771, -2.297], [-3.226, 5.286, -3.045], [5.650, 1.659, -2.989], [5.712, 3.132, -2.613], [4.329, 3.457, -2.439], [3.658, 2.338, -2.159], [2.525, 2.297, -1.760], [4.419, 1.245, -2.370], [6.222, 3.898, -3.587], [5.558, 1.554, -4.071], [6.472, 1.060, -2.614], [6.230, 3.349, -1.678]],
  "forces_ev_per_a": [[0.1, 0.4, 0.1], [0.1, 0.0, -0.4], [0.5, -0.2, 0.2], [-0.2, -0.1, 0.2], [0.2, -0.1, 0.0], [-0.1, -0.2, -0.2], [0.2, 0.1, 0.0], [-0.1, -0.1, 0.0], [0.1, -0.2, 0.1], [0.0, 0.2, 0.0], [-0.1, -0.3, 0.0], [-0.4, 0.1, 0.0], [0.0, 0.1, 0.0], [-0.2, 0.1, 0.0], [-0.2, 0.1, 0.2], [0.1, 0.1, 0.0], [0.0, 0.1, 0.1], [0.0, -0.1, 0.0], [-0.1, 0.0, 0.0], [0.2, 0.0, 0.0], [-0.1, 0.0, 0.0], [0.0, -0.1, 0.0], [0.0, 0.0, 0.1], [0.0, 0.0, -0.1], [-0.2, 0.0, 0.0], [0.1, 0.1, 0.0], [0.1, 0.0, 0.0], [0.0, -0.1, 0.0], [0.2, 0.0, 0.0], [0.0, 0.0, 0.1], [0.0, 0.0, -0.1], [0.0, 0.1, 0.2], [0.0, 0.0, 0.0], [0.0, 0.1, -0.1], [0.2, -0.1, -0.1], [-0.1, 0.0, 0.1], [0.0, 0.0, 0.0], [0.0, 0.0, 0.0], [-0.1, 0.0, 0.0], [0.0, 0.0, 0.1], [0.0, 0.0, -0.1], [0.0, 0.0, 0.1], [0.0, 0.1, 0.0], [0.0, -0.1, -0.1], [-0.1, 0.0, -0.1], [0.1, 0.0, 0.1], [0.0, 0.0, 0.0], [0.0, 0.0, -0.1], [0.1, 0.0, 0.0], [0.0, 0.0, 0.1], [-0.1, 0.0, -0.1], [0.0, 0.0, 0.1], [0.0, 0.1, -0.1], [0.0, -0.1, 0.1], [0.0, 0.1, 0.2], [0.0, -0.2, -0.1], [0.0, 0.0, 0.0], [-0.1, 0.2, 0.0], [-0.1, 0.0, -0.1], [0.1, 0.0, 0.0], [0.0, 0.0, 0.1], [0.1, 0.0, 0.0]]
}

# 2
{
  "formula": "C16H24FN4O12P3S2",
  "method": "wB97M-V/def2-TZVPD",
  "e_homo_ha": -0.3377,
  "lumo_ev": -0.48,
  "energy_ha": -3666.2217,
  "symbols": ["C", "C", "C", "N", "C", "C", "O", "C", "C", "O", "C", "N", "C", "C", "O", "N", "C", "C", "O", "S", "O", "O", "C", "P", "P", "O", "O", "O", "C", "O", "N", "C", "O", "F", "C", "S", "P", "O", "H", "H", "H", "H", "H", "H", "H", "H", "H", "H", "H", "H", "H", "H", "H", "H", "H", "H", "H", "H", "H", "H", "H", "H"],
  "coordinates": [[2.302, 0.514, 3.074], [1.771, 0.376, 2.014], [0.955, 0.372, 0.776], [0.947, 1.771, 0.305], [1.161, 2.870, 1.218], [2.216, 3.858, 0.778], [0.532, 3.081, 2.214], [0.110, 2.173, -0.809], [-1.230, 2.815, -0.510], [0.467, 2.074, -1.945], [-0.434, -0.171, 1.243], [-0.282, -1.531, 1.740], [-1.047, 0.666, 2.397], [-2.232, -0.027, 3.058], [-2.310, -0.005, 4.263], [-3.216, -0.694, 2.260], [-3.737, -1.848, 3.014], [-4.336, 0.225, 1.925], [-1.454, -0.056, 0.248], [-1.453, -1.097, -0.996], [-2.556, -0.666, -1.796], [-0.103, -0.588, -1.814], [1.099, -1.284, -1.413], [2.092, -1.413, -3.077], [1.495, 0.149, -4.462], [2.057, -0.323, -5.739], [2.119, 1.590, -4.110], [-0.089, 0.254, -4.591], [0.656, -2.782, -1.226], [0.705, -3.445, -0.245], [0.135, -3.401, -2.467], [0.584, -4.708, -2.622], [-0.110, -5.644, -2.837], [1.907, -4.797, -2.553], [1.854, -0.616, -0.240], [2.929, -1.806, 0.634], [3.231, 0.567, -0.804], [4.498, -0.157, -1.067], [2.535, 0.674, 4.100], [1.972, 4.843, 1.156], [2.367, 3.858, -0.298], [3.134, 3.554, 1.285], [-2.026, 2.273, -1.008], [-1.185, 3.802, -0.977], [-1.404, 2.979, 0.546], [-0.002, -1.532, 2.708], [-1.116, -2.075, 1.578], [-0.353, 0.857, 3.203], [-1.412, 1.631, 2.045], [-4.417, -1.545, 3.813], [-4.280, -2.517, 2.350], [-2.921, -2.401, 3.473], [-4.268, 1.152, 2.494], [-4.318, 0.442, 0.858], [-5.282, -0.244, 2.174], [3.433, -1.062, -2.809], [1.422, 2.254, -4.205], [-0.294, 0.032, -5.510], [-0.877, -3.452, -2.401], [2.011, -2.558, 1.260], [2.746, 1.326, -1.878], [3.488, 1.440, 0.264]],
  "forces_ev_per_a": [[-0.4, 0.1, 0.5], [-0.4, 0.3, -0.3], [1.1, -0.9, 0.4], [-0.2, -0.4, -0.5], [0.1, 1.2, -0.1], [-0.1, -0.4, 0.1], [-0.1, -0.5, 0.2], [-0.9, 0.4, -0.1], [0.6, 0.7, 0.0], [0.4, -0.3, 0.0], [-0.9, 0.3, 1.6], [0.3, -0.1, -1.2], [-0.7, 0.2, -0.5], [0.0, 0.0, 0.2], [0.2, -0.2, 0.0], [-0.3, -0.3, 0.7], [-0.1, 0.0, 0.1], [0.6, 0.0, -0.5], [0.8, -0.1, -0.8], [-0.1, -0.2, -0.1], [-0.2, 0.3, -0.2], [-0.1, -0.1, 0.6], [0.3, -0.1, -0.7], [-0.3, -0.9, -0.3], [1.2, -0.1, -1.3], [0.1, -0.3, 0.1], [-1.0, -0.3, 0.2], [-0.1, 0.5, 0.7], [0.2, -0.1, -0.4], [0.2, -0.1, 0.2], [0.1, 0.2, 0.8], [-0.6, -0.2, -0.2], [0.2, -0.1, -0.2], [0.1, 0.2, 0.1], [-0.8, 1.0, 0.7], [0.6, -0.2, -0.2], [0.9, -0.2, 0.1], [0.0, -0.2, -0.4], [0.5, -0.1, -0.1], [-0.1, 0.1, 0.0], [0.1, 0.0, 0.0], [0.2, -0.1, -0.2], [0.0, -0.2, 0.1], [-0.1, 0.0, -0.1], [-0.2, -0.2, 0.0], [-0.1, -0.1, 0.1], [-0.1, 0.0, 0.3], [0.2, 0.0, -0.1], [0.2, 0.0, -0.1], [0.0, 0.0, 0.1], [0.0, 0.1, -0.2], [0.1, 0.0, 0.0], [-0.1, 0.1, 0.0], [-0.1, 0.1, 0.0], [-0.1, -0.1, 0.0], [-0.3, 0.5, 0.3], [0.1, 0.2, 0.3], [0.0, -0.1, -0.1], [-0.1, 0.1, -0.2], [-0.2, 0.3, -0.2], [-0.3, 0.0, 0.2], [-0.6, 0.0, 0.0]]
}